[1]
Below is a structure of composition C18H16Cl3N2O10P2RuS2, with properties calculated with ωB97M-V with the def2-TZVPD basis set.

Results
**Frontier orbital gap (spin up / spin down)**: 6.669 / 6.618 eV
**2S+1**: 2
**Net charge**: -2
**HOMO (spin up / spin down)**: -2.70 / -2.66 eV
**DFT total energy**: -4512.4342 hartree

Element x y z (Å)
Ru  1.163  -0.676  0.804
C  -2.452  0.719  -1.268
C  -1.270  0.538  -0.360
N  -0.396  -0.395  -0.534
N  -0.456  -1.026  -1.785
C  0.691  -1.493  -2.115
S  2.103  -1.558  -1.137
S  0.847  -1.980  -3.830
C  1.525  -0.365  -4.366
C  0.616  0.784  -4.034
C  0.749  1.456  -2.820
C  -0.142  2.460  -2.468
C  -1.166  2.819  -3.334
C  -1.299  2.161  -4.551
C  -0.418  1.145  -4.891
C  -1.044  1.550  0.675
C  -2.096  2.263  1.251
C  -1.859  3.305  2.126
C  -0.546  3.663  2.417
C  0.514  2.986  1.852
C  0.288  1.910  0.984
O  1.323  1.268  0.460
H  -2.454  -0.010  -2.069
H  -2.444  1.728  -1.684
H  -3.364  0.613  -0.676
H  1.662  -0.464  -5.444
H  2.499  -0.241  -3.894
H  1.520  1.164  -2.117
H  -0.041  2.937  -1.500
H  -1.865  3.599  -3.057
H  -2.102  2.429  -5.228
H  -0.545  0.609  -5.825
H  -3.116  1.977  1.027
H  -2.686  3.817  2.601
H  -0.350  4.462  3.124
H  1.540  3.218  2.104
O  -1.177  -2.017  4.245
P  -0.196  -0.842  3.754
O  -0.552  0.416  4.424
O  -0.257  -0.894  2.219
O  1.228  -1.448  4.192
P  2.737  -1.073  3.668
O  3.378  -2.521  3.507
O  3.474  -0.285  4.664
O  2.536  -0.482  2.277
H  -1.002  -2.830  3.753
H  2.927  -2.976  2.761
Cl  -1.212  -3.580  0.445
C  -0.262  -4.760  1.332
Cl  -0.944  -4.918  2.989
Cl  -0.417  -6.339  0.525
C  1.281  -4.366  1.519
O  1.988  -5.314  1.827
O  1.542  -3.144  1.466



[2]
Below is a structure of composition C18H16Cl3N2O10P2RuS2 in a non-equilibrium geometry, with properties calculated with ωB97M-V with the def2-TZVPD basis set.

Results
**Frontier orbital gap (spin up / spin down)**: 6.185 / 6.366 eV
**2S+1**: 2
**Net charge**: -2
**HOMO (spin up / spin down)**: -2.56 / -2.59 eV
**DFT total energy**: -4512.2791 hartree

Element x y z (Å)
Ru  -0.381  0.345  -0.331
C  1.170  0.058  3.017
C  1.769  0.099  1.648
N  1.319  -0.760  0.746
N  2.154  -1.270  -0.136
C  1.795  -1.703  -1.292
S  0.248  -1.642  -2.000
S  3.160  -2.411  -2.189
C  4.056  -0.826  -2.525
C  3.610  -0.218  -3.811
C  2.428  0.512  -3.890
C  2.019  1.051  -5.098
C  2.791  0.881  -6.236
C  3.975  0.165  -6.163
C  4.374  -0.390  -4.961
C  2.800  1.037  1.266
C  3.858  1.410  2.092
C  4.863  2.234  1.637
C  4.817  2.725  0.334
C  3.765  2.429  -0.493
C  2.706  1.585  -0.067
O  1.719  1.350  -0.836
H  1.108  -0.976  3.349
H  0.152  0.443  2.997
H  1.754  0.652  3.712
H  5.110  -1.096  -2.552
H  3.859  -0.186  -1.667
H  1.816  0.677  -3.015
H  1.096  1.612  -5.125
H  2.471  1.301  -7.182
H  4.593  0.041  -7.046
H  5.290  -0.965  -4.911
H  3.926  0.987  3.085
H  5.693  2.479  2.285
H  5.636  3.337  -0.025
H  3.713  2.801  -1.507
O  0.268  3.191  -3.114
P  -1.020  2.604  -2.308
O  -2.238  3.320  -2.726
O  -0.943  1.112  -2.414
O  -0.523  3.061  -0.800
P  -1.547  2.892  0.470
O  -0.401  2.806  1.635
O  -2.382  4.070  0.714
O  -2.197  1.536  0.333
H  0.171  4.139  -3.058
H  0.320  2.235  1.355
Cl  -4.845  -1.730  0.971
C  -3.318  -2.037  1.782
Cl  -3.446  -1.613  3.482
Cl  -2.932  -3.755  1.655
C  -2.157  -1.246  1.084
O  -2.154  -1.332  -0.142
O  -1.355  -0.691  1.830



[3]
Below is a structure of composition C18H16Co2NO6 in a non-equilibrium geometry, with properties calculated with ωB97M-V with the def2-TZVPD basis set.

Results
**Frontier orbital gap**: 4.521 eV
**Net charge**: -1
**HOMO**: -2.62 eV
**DFT total energy**: -3967.1001 hartree

Element x y z (Å)
O  -5.273  0.315  -2.881
C  -4.471  -0.130  -2.153
Co  -3.555  -1.337  -1.166
C  -4.843  -2.478  -0.845
O  -5.719  -3.215  -0.681
C  -2.737  -1.951  -2.602
O  -2.268  -2.422  -3.562
C  -2.505  -0.705  0.377
C  -1.207  -0.166  0.160
C  0.019  0.116  1.023
C  0.726  -1.192  1.421
C  0.129  -2.494  1.393
C  0.903  -3.619  1.720
C  2.243  -3.447  2.133
C  2.763  -2.160  2.360
C  1.962  -1.057  2.066
Co  -2.585  0.769  -0.664
C  -2.825  1.948  -1.915
O  -3.085  2.740  -2.724
C  -1.129  -0.090  -1.366
O  -0.178  -0.306  -2.077
C  -2.939  2.042  0.443
O  -3.024  2.993  1.111
H  -2.930  -1.042  1.316
H  -0.259  0.646  1.919
H  -0.911  -2.648  1.070
H  0.492  -4.632  1.609
H  2.895  -4.310  2.281
H  3.795  -1.988  2.693
H  2.272  -0.032  2.324
C  4.106  3.012  -0.950
C  2.612  2.722  -0.770
C  2.345  1.683  0.356
N  0.853  1.239  0.320
H  4.311  3.785  -1.701
H  4.544  3.373  -0.006
H  4.629  2.095  -1.265
H  2.070  3.655  -0.544
H  2.185  2.305  -1.694
H  2.924  0.767  0.227
H  2.614  2.105  1.332
H  0.324  2.073  0.615
H  0.727  1.039  -0.704



[4]
Below is a structure of composition C18H16CuF6N6O4S3 in a non-equilibrium geometry, with properties calculated with ωB97M-V with the def2-TZVPD basis set.

Results
**Frontier orbital gap**: 5.813 eV
**Net charge**: -1
**HOMO**: -3.71 eV
**DFT total energy**: -4759.1900 hartree

Element x y z (Å)
Cu  -0.171  -0.528  -0.100
C  1.542  2.125  4.574
C  1.462  2.364  3.213
C  0.645  1.592  2.392
C  0.289  0.281  2.874
C  0.509  -0.021  4.220
C  1.026  0.968  5.101
N  0.028  -0.709  1.930
N  -0.406  -1.873  2.390
C  -0.855  -2.742  1.455
C  -1.197  -4.083  1.751
C  -1.595  -4.939  0.690
C  -1.646  -4.458  -0.600
C  -1.366  -3.154  -0.963
C  -0.974  -2.286  0.055
H  1.991  2.771  5.212
H  2.008  3.234  2.712
H  0.520  1.882  1.360
H  0.419  -1.046  4.614
H  1.183  0.724  6.143
H  -0.916  -4.485  2.770
H  -1.718  -6.019  0.929
H  -1.956  -5.256  -1.374
H  -1.514  -2.802  -1.979
F  -4.989  1.072  -2.230
C  -3.634  0.871  -2.310
F  -3.175  1.603  -3.376
F  -3.477  -0.441  -2.546
S  -2.870  1.373  -0.632
O  -1.416  1.014  -0.881
O  -3.454  0.596  0.401
N  -3.044  2.942  -0.390
S  -2.314  4.138  -1.318
O  -3.275  5.157  -1.610
O  -1.290  3.709  -2.274
C  -1.348  4.793  0.127
F  -1.076  6.072  -0.257
F  -1.888  4.840  1.351
F  -0.136  4.073  0.294
C  3.562  -3.330  -2.281
C  3.862  -2.025  -3.046
C  3.055  -0.859  -2.463
N  2.113  -1.208  -1.655
N  1.431  -0.189  -1.122
C  1.762  1.014  -1.665
N  1.008  2.199  -1.599
S  3.126  0.805  -2.771
H  4.176  -4.119  -2.670
H  2.488  -3.519  -2.383
H  3.739  -3.252  -1.184
H  3.585  -2.137  -4.095
H  4.912  -1.723  -3.060
H  -0.011  2.182  -1.361
H  1.271  2.809  -2.363



Q: Which energy relative to the best compared isomer or geometry (same formula, charge and spin) values were calculated for the entries above? A: 1.16 98.48 82.97 19.44, in kcal/mol.